Record 1
This record from the OMol25 dataset describes a structure of composition C27H33N2S3Tb at a distorted geometry. The level of theory is ωB97M-V with the def2-TZVPD basis set.

The geometry in XYZ format:
```
66
Properties=species:S:1:pos:R:3:forces:R:3
Tb 9.20730 10.56080 9.55322 -0.2 0.4 0.4
C 8.41442 14.13786 8.23662 1.7 0.4 0.9
C 8.23205 12.67875 8.01214 -1.2 0.1 -0.3
C 9.00599 11.98940 7.08475 1.0 0.3 0.1
C 8.74530 10.67702 6.70750 -1.1 -0.4 0.6
C 9.50598 10.04550 5.59443 0.3 -0.9 0.6
C 7.65274 10.02478 7.32865 0.2 0.5 -0.4
C 6.79908 10.70670 8.22461 0.3 -0.4 -0.9
C 5.53061 10.10578 8.71519 -0.7 -0.3 -0.2
C 7.10740 12.01340 8.54799 0.2 0.5 0.1
H 8.13182 14.46659 9.24191 -0.1 -0.2 -0.3
H 7.89038 14.71209 7.51323 -0.9 0.4 -0.7
H 9.47074 14.45372 8.08602 -0.5 -0.4 0.2
H 9.87694 12.47996 6.64152 -0.3 0.0 0.0
H 9.52875 10.72450 4.76394 0.0 0.1 -0.6
H 9.07250 9.08079 5.32922 -0.2 0.2 -0.3
H 10.54117 9.81604 5.86562 0.1 0.3 0.0
H 7.39997 9.03653 6.98412 -0.1 -0.3 0.1
H 4.66788 10.71073 8.40071 0.3 -0.1 0.1
H 5.50916 10.04124 9.79943 -0.1 0.1 0.1
H 5.38016 9.10551 8.30069 0.0 0.1 0.1
H 6.39818 12.51240 9.19495 0.2 0.4 0.1
C 6.22548 6.22874 12.32166 -0.5 -0.9 0.0
C 6.26601 6.70343 11.03979 0.0 0.5 -0.9
C 6.74011 7.98328 10.78533 0.3 -0.4 0.4
C 7.14736 8.78524 11.83473 -0.1 0.1 0.3
C 7.07570 8.30403 13.13954 0.2 0.6 -0.1
C 6.62495 7.02902 13.36060 0.0 -0.2 1.4
N 7.69636 10.06800 11.52118 -0.4 0.9 0.4
N 7.40505 11.00528 12.31851 1.0 -0.5 -0.9
C 8.10235 12.24171 12.05770 -1.2 -1.1 0.7
C 7.71755 13.26713 12.89921 0.1 0.8 0.1
C 8.35760 14.49076 12.80505 0.3 -0.1 -0.4
C 9.38522 14.64290 11.87905 0.0 0.4 0.3
C 9.69801 13.59108 11.01641 0.8 1.0 0.6
C 9.09387 12.36241 11.09972 -0.1 -0.4 -0.8
H 5.84428 5.22925 12.49838 0.1 0.1 0.1
H 5.89702 6.12073 10.21243 0.0 -0.2 -0.1
H 6.81317 8.34736 9.78616 0.0 0.1 -0.5
H 7.38336 8.91691 13.96817 0.1 0.2 0.1
H 6.57166 6.66863 14.39176 0.0 0.0 -0.4
H 6.94243 13.16462 13.63093 -0.3 -0.4 0.2
H 8.06936 15.29554 13.45321 0.0 0.2 0.2
H 9.97804 15.56834 11.85639 -0.4 -0.4 -0.1
H 10.53563 13.79742 10.36110 0.0 -0.2 -0.4
C 12.33051 8.71346 8.28904 -0.4 0.3 -0.3
C 11.15700 7.76519 8.12161 -0.1 -0.2 0.2
S 9.78164 7.80891 9.31962 -0.1 0.0 0.0
C 10.39651 7.48686 10.99528 0.5 -0.1 0.0
C 11.47171 8.42997 11.56148 -0.6 -0.2 -0.7
S 10.78496 10.08608 11.80989 0.2 -0.1 -0.2
C 12.11920 11.19832 11.30893 0.3 0.4 0.0
C 12.88693 10.92142 10.01410 -0.5 0.8 -0.2
S 11.90425 10.49457 8.49953 0.6 -0.3 0.5
H 13.01270 8.61392 7.44973 -0.1 0.1 -0.3
H 12.90564 8.42046 9.13850 0.3 -0.1 0.6
H 11.55097 6.75772 8.14722 0.1 -0.3 -0.1
H 10.64327 7.85452 7.16005 0.1 0.2 0.1
H 10.69940 6.44199 11.05330 0.2 0.0 0.0
H 9.49445 7.55164 11.60614 -0.1 0.0 0.0
H 12.34850 8.50477 10.93028 0.0 -0.2 0.1
H 11.74979 8.03371 12.50855 0.4 -0.3 0.8
H 12.87102 11.30480 12.09232 0.0 -0.3 0.2
H 11.63162 12.17427 11.30511 0.0 -0.1 -0.2
H 13.62263 10.16680 10.18716 0.4 -0.7 -0.2
H 13.46386 11.82322 9.76479 -0.2 -0.2 0.0
```
Positions in Å, forces in eV/Å.

Calculated values
energy = -3176.60067 a.u.
lowest unoccupied orbital energy (alpha / beta) = -7.17 / -6.15 eV
net charge = +2
orbital gap (alpha / beta) = 6.89 / 7.93 eV
ΔE to the lowest compared entry with this formula, charge and spin = 37.4 kcal per mole
multiplicity = 7

***

Record 2
This record from the OMol25 dataset describes a cluster of 2 separate species, C27H34BN2 in total at a distorted geometry. The level of theory is ωB97M-V with the def2-TZVPD basis set.

The geometry in XYZ format:
```
64
Properties=species:S:1:pos:R:3:forces:R:3
C -3.38196 2.59338 -2.27258 -0.5 -0.3 -0.2
N -2.21635 2.69849 -1.41465 0.3 -1.5 1.3
C -1.90320 1.84607 -0.40512 -0.4 1.2 -0.7
C -0.75230 2.32433 0.27509 0.6 -0.2 0.3
C -0.09931 1.70448 1.34595 -1.2 1.2 0.2
C 1.18710 2.14082 1.83053 1.2 -0.2 0.2
C 2.27506 2.46689 0.97314 -0.2 0.2 0.3
C 3.43749 3.04486 1.48951 -0.4 -0.1 -0.1
C 3.54909 3.29665 2.86321 -0.3 -0.2 0.0
C 2.52980 2.87786 3.73141 0.1 0.2 -0.1
C 1.39212 2.25948 3.22671 -0.5 0.0 -0.3
C -0.41153 3.60291 -0.36472 -0.4 0.0 -0.7
C 0.44320 4.65653 -0.07042 0.4 0.5 -0.3
C 0.50394 5.75469 -0.94689 -0.2 -0.5 0.3
C -0.34889 5.84729 -2.05397 -0.3 -0.4 -0.1
C -1.30553 4.85248 -2.29501 0.2 0.2 0.1
C -1.31244 3.76115 -1.44061 0.4 0.3 0.5
H -3.31685 3.35871 -3.04838 -0.1 -0.3 0.1
H -3.43122 1.59725 -2.73208 0.1 0.3 0.1
H -4.30489 2.74400 -1.69352 0.3 0.1 -0.1
H -2.50961 0.96766 -0.19546 0.2 0.2 -0.1
H -0.70284 1.05565 1.98544 0.4 0.1 -0.3
H 2.17867 2.29487 -0.10179 0.0 0.1 0.3
H 4.24008 3.33816 0.80840 -0.3 -0.2 0.3
H 4.43316 3.80720 3.25333 -0.3 -0.2 -0.1
H 2.61085 3.06329 4.80467 0.0 -0.2 -0.4
H 0.58635 1.92586 3.88898 0.4 0.2 -0.1
H 1.06390 4.62279 0.82313 0.0 0.1 -0.4
H 1.23214 6.54309 -0.76517 -0.3 -0.1 0.0
H -0.29066 6.70921 -2.72038 0.0 -0.3 0.2
H -2.03229 4.90276 -3.10354 0.3 0.3 0.1
C -2.76041 -2.79989 -0.39745 -0.4 0.0 -0.2
C -1.51294 -2.04474 -0.83353 0.3 -0.3 0.4
N -0.27162 -2.45811 -0.03707 -0.3 0.0 -0.3
C -0.21221 -3.95088 -0.02335 -0.1 0.5 -0.3
C -0.14653 -4.56086 -1.27160 0.1 -0.8 -0.2
C -0.02325 -5.95295 -1.34927 -0.1 0.5 0.1
C -0.00437 -6.71283 -0.17451 0.0 0.1 0.0
C -0.11894 -6.08432 1.06612 0.0 0.4 -0.3
C -0.22845 -4.68392 1.14934 0.0 -0.4 0.2
C 0.96839 -1.97403 -0.79918 0.0 -0.1 0.3
C 2.22677 -2.54542 -0.16142 0.5 0.0 -0.1
C 1.04150 -0.46446 -0.88758 0.3 0.4 -0.1
B -0.33534 -1.80785 1.43797 -0.1 1.0 0.7
H -0.33020 -0.55417 1.32496 -0.1 -1.2 -0.3
H -3.61319 -2.38874 -0.95650 0.1 -0.1 0.2
H -2.71261 -3.87105 -0.64017 0.1 0.4 0.1
H -2.96179 -2.68388 0.67410 0.1 0.0 -0.3
H -1.28751 -2.24839 -1.88685 -0.2 0.2 0.1
H -1.63909 -0.96179 -0.70407 0.1 -0.4 0.1
H -0.18816 -3.96051 -2.19131 0.1 -0.5 0.5
H 0.05617 -6.41910 -2.33149 0.0 0.0 0.3
H 0.09697 -7.79787 -0.23999 0.0 0.3 0.1
H -0.11851 -6.67203 1.98080 0.0 0.1 -0.2
H -0.32961 -4.19095 2.11987 0.1 -0.2 -0.5
H 0.86256 -2.36720 -1.81675 0.1 0.1 0.2
H 3.09552 -2.08526 -0.64876 -0.1 -0.1 0.1
H 2.27966 -2.32638 0.91290 -0.1 0.0 -0.4
H 2.31163 -3.62664 -0.31063 -0.1 0.2 0.1
H 1.81086 -0.19877 -1.62418 -0.1 -0.1 0.1
H 0.10532 -0.01262 -1.22034 0.1 0.0 0.0
H 1.32728 -0.01695 0.06912 0.0 -0.2 -0.2
H -1.36943 -2.11663 1.99877 0.2 -0.1 -0.2
H 0.63848 -2.11965 2.09683 -0.3 0.0 -0.2
```
Positions in Å, forces in eV/Å.

Calculated values
energy = -1183.33776 a.u.
lowest unoccupied orbital energy = -4.76 eV
net charge = +1
orbital gap = 6.76 eV
ΔE to the lowest compared entry with this formula, charge and spin = 24.1 kcal per mole
multiplicity = 1

***

Record 3
This record from the OMol25 dataset describes a cluster of 5 separate species, C27H34BrN7O3 in total at a distorted geometry. The level of theory is ωB97M-V with the def2-TZVPD basis set.

The geometry in XYZ format:
```
72
Properties=species:S:1:pos:R:3:forces:R:3
C -1.98361 1.27211 3.30645 -0.4 -0.2 -0.1
C -1.20677 0.05713 2.61742 0.2 1.1 0.4
C -0.03628 0.56026 1.66890 0.8 -0.6 -0.2
C -0.27810 0.29965 0.12907 0.4 -0.2 -0.5
C 1.07287 0.12717 -0.70839 -0.6 -0.8 1.0
C 2.07725 1.34621 -0.55150 0.7 -1.2 0.0
C 3.48768 0.74082 -0.24594 0.1 1.3 -0.3
N 4.59393 0.47612 0.00451 -2.0 0.1 -0.5
C 2.08926 2.34603 -1.78475 -0.3 1.1 0.7
C 0.78297 3.22814 -1.64654 0.9 0.4 1.2
N -0.03176 3.99187 -1.31545 1.1 -1.5 -0.8
C 3.40175 3.25482 -1.74069 0.1 0.5 -0.8
C 3.52862 4.12019 -0.43472 -0.9 0.9 0.4
O 2.74048 4.93942 -0.04619 1.1 -1.6 -1.0
Br 5.17393 3.87952 0.66252 -0.6 -0.1 -0.7
O 1.97784 1.66964 -3.06420 0.3 -0.4 1.6
N 1.58425 2.64004 -3.98807 -1.6 0.1 -1.3
O 0.74940 2.20610 -4.69952 1.5 0.5 0.5
H -1.71415 1.38878 4.40174 -0.3 -0.2 -1.3
H -1.76105 2.26029 2.80423 -0.2 -1.1 0.5
H -3.10063 1.09352 3.21608 1.3 0.3 0.3
H -1.94659 -0.57311 2.04384 0.9 0.5 0.6
H -0.72976 -0.55478 3.44069 -0.7 0.4 -1.0
H 0.88624 -0.04503 1.95368 -1.0 0.7 -0.4
H 0.25375 1.63986 1.85762 -0.6 -1.1 -0.1
H -0.81599 -0.69274 0.04360 0.4 1.1 -0.1
H -0.88303 1.09348 -0.39335 0.3 -0.7 0.8
H 0.83845 -0.14255 -1.78005 0.4 0.7 1.1
H 1.57767 -0.79294 -0.27490 -0.4 1.1 -0.5
H 1.81565 1.98184 0.35156 0.3 -0.8 -1.0
H 4.34212 2.65499 -1.93027 -1.3 0.4 0.5
H 3.33809 3.97721 -2.61602 0.0 -0.6 1.2
C -1.71114 -4.62751 3.29218 0.1 0.0 -0.2
C -2.51463 -4.16766 4.36617 -0.1 0.1 0.1
C -3.51479 -3.39804 3.82854 0.0 0.1 0.0
N -3.34347 -3.37141 2.46929 0.0 -0.1 0.0
C -2.24847 -4.12352 2.13477 0.0 0.1 -0.1
H -0.83788 -5.25797 3.35977 -0.1 0.0 0.0
H -2.37571 -4.37769 5.41587 0.0 0.0 -0.1
H -4.33084 -2.86713 4.29334 0.1 -0.1 0.0
H -3.93041 -2.87748 1.81884 0.1 -0.1 0.1
H -1.94698 -4.23289 1.10481 0.0 0.0 0.1
C 3.90885 -1.12241 -7.61044 -0.1 0.0 -0.2
C 3.83374 -0.56412 -6.30896 -0.1 0.1 0.1
C 2.69127 0.19386 -6.25497 0.1 0.0 0.0
N 2.07638 0.11798 -7.47554 0.0 0.0 0.0
C 2.80931 -0.68652 -8.30591 0.0 0.0 -0.1
H 4.68094 -1.77148 -7.99392 -0.1 0.0 0.0
H 4.53737 -0.70275 -5.50232 -0.1 0.0 0.0
H 2.26515 0.77863 -5.45805 0.1 -0.3 -0.2
H 1.21835 0.58116 -7.72344 0.1 -0.1 0.0
H 2.48671 -0.87749 -9.31722 0.1 0.0 0.1
C 0.80492 -3.16920 7.54728 0.0 0.0 -0.2
C 0.00007 -2.70865 8.62068 -0.2 0.1 0.1
C -1.00081 -1.94083 8.08069 0.0 0.0 0.0
N -0.82784 -1.91689 6.72267 0.0 0.0 0.1
C 0.26703 -2.66691 6.38942 0.0 0.0 -0.1
H 1.67877 -3.79873 7.61558 -0.1 0.0 0.0
H 0.13827 -2.91709 9.67050 0.0 0.0 -0.1
H -1.81784 -1.41029 8.54381 0.1 0.0 0.0
H -1.41516 -1.42503 6.07015 0.1 -0.1 0.1
H 0.56828 -2.77696 5.35942 0.0 0.0 0.1
C -2.28933 1.98127 -3.98839 0.1 -0.1 0.0
C -3.29258 2.94686 -3.71903 -0.2 0.1 0.1
C -4.40915 2.26997 -3.29888 0.0 0.0 0.0
N -4.11981 0.93134 -3.30831 0.0 0.0 0.0
C -2.82767 0.74720 -3.72248 0.0 -0.1 0.0
H -1.28535 2.16873 -4.33646 -0.4 0.0 0.1
H -3.20550 4.01760 -3.82100 0.0 -0.1 0.0
H -5.38212 2.62341 -2.99590 0.1 0.0 0.0
H -4.75736 0.19757 -3.05045 0.1 0.1 0.0
H -2.40507 -0.24295 -3.79344 0.0 0.1 0.0
```
Positions in Å, forces in eV/Å.

Calculated values
energy = -4232.03550 a.u.
lowest unoccupied orbital energy = -1.31 eV
orbital gap = 6.93 eV
SMILES = CCCCC[C@@H](C#N)[C@@](C#N)(CC(=O)Br)ON=O.c1cc[nH]c1.c1cc[nH]c1.c1cc[nH]c1.c1cc[nH]c1
multiplicity = 1

***

> multiplicity of number 3 (C27H34BrN7O3)?

1

***

> Among the records above, which one has the highest multiplicity?

C27H33N2S3Tb

***

> What is the energy in the second record?

-1183.33776 a.u.